{"formula": "C36H43BrF6N2O7PTeZr", "method": "the ωB97M-V functional and the def2-TZVPD basis", "symbols": ["Zr", "O", "C", "C", "C", "C", "C", "C", "C", "O", "N", "N", "C", "C", "Br", "C", "C", "C", "C", "C", "C", "C", "H", "H", "H", "H", "H", "H", "H", "H", "H", "H", "H", "H", "H", "H", "C", "C", "C", "C", "O", "P", "O", "O", "O", "C", "C", "C", "C", "H", "H", "H", "H", "H", "H", "H", "H", "H", "H", "H", "H", "H", "H", "H", "H", "H", "H", "C", "C", "O", "C", "F", "F", "F", "C", "F", "F", "F", "H", "H", "H", "C", "Te", "C", "C", "C", "C", "C", "C", "C", "H", "H", "H", "H", "H", "H", "H", "H"], "xyz": [[-0.9615, 0.4378, 0.4231], [0.9997, 0.1490, 4.4774], [2.0015, -0.6908, 4.1240], [2.8033, -1.1735, 5.1584], [3.8539, -2.0282, 4.8964], [4.1366, -2.4175, 3.5905], [3.3473, -1.9355, 2.5661], [2.2664, -1.0807, 2.8069], [1.4827, -0.6118, 1.6058], [0.3622, 0.1679, 1.9153], [1.0029, -1.7953, 0.7850], [-0.3588, -1.8334, 0.8040], [-1.0338, -2.8997, 0.9505], [-2.4749, -2.8120, 1.1484], [-3.0196, -1.1716, 1.9703], [-3.3746, -3.7730, 0.9450], [-3.0898, -5.0391, 0.2605], [-3.7335, -6.2018, 0.6881], [-3.4694, -7.4125, 0.0723], [-2.5762, -7.4721, -0.9898], [-1.9559, -6.3167, -1.4426], [-2.2124, -5.1029, -0.8240], [0.5260, 0.4010, 3.6685], [2.5720, -0.8569, 6.1667], [4.4613, -2.3906, 5.7153], [4.9685, -3.0739, 3.3773], [3.5950, -2.2019, 1.5436], [2.1288, -0.0214, 0.9458], [1.4285, -2.6611, 1.1051], [-0.5632, -3.8783, 1.0246], [-4.3846, -3.6276, 1.3124], [-4.4329, -6.1541, 1.5139], [-3.9636, -8.3111, 0.4160], [-2.3768, -8.4175, -1.4763], [-1.2833, -6.3581, -2.2889], [-1.7673, -4.1959, -1.2153], [-2.7719, 2.2103, -4.8029], [-2.5345, 0.9255, -4.0373], [-1.0875, 0.4753, -4.1111], [-3.4885, -0.1728, -4.4651], [-2.8219, 1.3073, -2.6203], [-2.9685, 0.3856, -1.3898], [-2.8268, 1.2578, -0.1179], [-1.7849, -0.5969, -1.2399], [-4.2835, -0.4203, -1.4527], [-5.6984, 0.0564, -1.3516], [-6.4884, -1.0075, -2.0840], [-5.8331, 1.4178, -2.0048], [-6.0422, 0.1016, 0.1230], [-2.6472, 2.0244, -5.8699], [-2.0620, 2.9777, -4.4973], [-3.7833, 2.5789, -4.6329], [-0.8028, 0.3746, -5.1594], [-0.9446, -0.4883, -3.6231], [-0.4347, 1.2101, -3.6464], [-3.2688, -0.4402, -5.4992], [-4.5261, 0.1583, -4.4134], [-3.3703, -1.0718, -3.8579], [-6.1959, -1.0582, -3.1324], [-7.5512, -0.7697, -2.0340], [-6.3300, -1.9840, -1.6270], [-5.5557, 1.3851, -3.0579], [-5.2254, 2.1706, -1.5003], [-6.8755, 1.7306, -1.9372], [-5.8813, -0.8738, 0.5813], [-7.0937, 0.3664, 0.2389], [-5.4409, 0.8470, 0.6432], [1.9554, 3.3648, -0.8753], [0.5773, 3.0283, -0.3348], [0.2376, 1.6877, -0.5474], [-0.4695, 3.9254, -1.0412], [-0.5553, 3.5838, -2.3328], [-0.1299, 5.2150, -0.9859], [-1.6878, 3.7979, -0.5043], [0.5236, 3.2635, 1.1885], [1.5662, 2.7259, 1.8047], [-0.6060, 2.6249, 1.6978], [0.4261, 4.5313, 1.5449], [1.9501, 3.2597, -1.9585], [2.7066, 2.6960, -0.4606], [2.2235, 4.3908, -0.6239], [5.4927, 1.9939, 2.5431], [4.9906, 0.9366, 0.7574], [7.0258, 1.3092, 0.2316], [7.4259, 2.5173, 1.0434], [8.5252, 3.2937, 0.6955], [8.8789, 4.3944, 1.4608], [8.1344, 4.7247, 2.5841], [7.0386, 3.9527, 2.9374], [6.6778, 2.8495, 2.1727], [5.7390, 1.2722, 3.3216], [4.6454, 2.5886, 2.8777], [7.1138, 1.4836, -0.8379], [7.6192, 0.4351, 0.4960], [9.1039, 3.0393, -0.1844], [9.7304, 4.9980, 1.1759], [8.4015, 5.5868, 3.1808], [6.4538, 4.2127, 3.8119]], "forces_ev_per_angstrom": [[0.59, -0.29, 0.03], [0.00, -0.01, -0.01], [-0.03, 0.01, 0.02], [0.01, -0.01, -0.01], [0.00, 0.00, 0.01], [-0.02, 0.00, 0.03], [0.01, 0.01, 0.03], [0.02, -0.12, -0.01], [-0.07, 0.15, 0.09], [0.11, 0.09, 0.01], [-0.01, 0.03, 0.03], [0.11, 0.19, -0.06], [-0.06, 0.04, -0.06], [0.04, -0.12, -0.08], [-0.10, -0.01, 0.10], [-0.02, 0.05, 0.01], [0.03, 0.02, 0.00], [0.00, -0.01, 0.00], [0.00, 0.01, 0.01], [0.01, 0.00, -0.01], [-0.01, 0.00, 0.01], [0.00, -0.02, -0.02], [0.00, 0.01, 0.00], [0.00, 0.00, 0.00], [0.00, 0.00, 0.00], [0.00, 0.00, -0.01], [-0.01, 0.02, -0.01], [0.08, -0.12, -0.02], [-0.01, 0.00, -0.01], [0.02, 0.01, 0.00], [0.00, 0.01, -0.01], [0.00, 0.00, 0.00], [0.00, 0.00, 0.00], [0.00, 0.00, 0.00], [0.00, 0.00, 0.00], [-0.01, 0.01, 0.01], [0.02, 0.01, -0.03], [-0.01, 0.00, 0.12], [-0.01, -0.06, -0.10], [0.01, -0.05, -0.09], [-0.02, 0.09, -0.10], [-0.04, 0.16, 0.07], [-0.11, 0.09, -0.15], [-0.05, 0.19, 0.05], [-0.04, -0.17, 0.12], [0.11, 0.02, -0.03], [-0.04, 0.00, -0.01], [-0.08, 0.05, 0.00], [-0.03, 0.01, 0.01], [0.01, 0.00, 0.00], [-0.01, 0.00, 0.02], [-0.01, -0.01, 0.00], [0.00, 0.00, 0.01], [0.00, 0.03, 0.01], [0.04, 0.07, 0.04], [-0.01, 0.01, -0.01], [0.06, -0.03, -0.03], [0.01, 0.02, -0.01], [0.00, 0.00, 0.01], [0.00, 0.00, 0.00], [0.01, 0.00, 0.00], [-0.03, 0.03, 0.06], [0.00, 0.00, 0.00], [0.01, 0.00, 0.00], [0.00, 0.00, 0.00], [0.01, 0.01, 0.00], [0.02, -0.01, 0.00], [0.11, 0.04, 0.00], [0.04, -0.10, -0.10], [-0.45, -0.25, 0.17], [0.02, 0.03, -0.05], [0.00, -0.07, -0.01], [0.01, 0.02, 0.00], [-0.02, -0.01, 0.02], [-0.02, 0.06, 0.03], [0.00, 0.00, 0.01], [-0.14, -0.04, -0.10], [-0.01, -0.01, 0.00], [-0.03, -0.01, 0.00], [-0.05, -0.05, 0.03], [0.00, -0.01, -0.01], [-0.02, -0.02, 0.08], [-0.02, -0.07, -0.06], [0.06, 0.07, 0.01], [-0.03, -0.01, 0.01], [0.02, 0.01, 0.00], [0.01, -0.01, -0.01], [-0.01, -0.01, 0.01], [0.02, 0.02, 0.02], [0.00, -0.01, -0.03], [0.00, 0.01, 0.01], [0.00, 0.01, -0.01], [0.00, 0.02, 0.00], [0.01, 0.00, -0.02], [0.00, 0.00, 0.00], [0.00, 0.00, 0.00], [0.01, 0.00, 0.00], [0.00, 0.00, 0.00]], "energy_ha": -5863.5437, "total_charge": 1, "lumo_ev": -3.3, "homo_ha": -0.3553}